--- a ---
Density functional theory data (ωB97M-V with the def2-TZVPD basis set) for an isolated ion of composition C4H10NS and charge -1.

Last column: Mulliken charge in e.
Element x y z (Å)
1 C -1.34406 -0.26099 0.72491  -1.2339
2 H -1.61127 0.79743 0.80371  0.3407
3 C -0.00117 -0.44308 0.00081  0.2953
4 H -2.10408 -0.87332 0.25417  0.3391
5 H 0.76740 -0.89871 0.62147  0.4266
6 S -0.44654 -3.10177 -0.71610  -0.6702
7 C 1.41470 1.52015 0.44425  -0.8703
8 C -0.22146 -1.34907 -1.21584  -1.1175
9 H -0.22408 1.44009 -0.77693  0.2517
10 H 0.60076 -1.26367 -1.91139  0.3364
11 N 0.53991 0.84947 -0.47533  -0.4600
12 H -1.15175 -0.99468 -1.68242  0.2593
13 H -1.28654 -0.56897 1.77749  0.2360
14 H 2.04382 2.27102 -0.04705  0.3047
15 H 0.90599 2.04396 1.27298  0.2569
16 H 2.11836 0.83213 0.92527  0.3051

- SMILES = CN[C@@H](C)C[S-]
- net charge = -1
- frontier orbital gap (eV) = 5.93

=====

--- b ---
Density functional theory data (ωB97M-V with the def2-TZVPD basis set) for a 2-piece molecular cluster, C4H10NS overall.

Last column: Mulliken charge in e.
Element x y z (Å)
1 H 0.23924 -3.33890 -0.54272  0.3539
2 C -0.08089 -1.54494 -1.74229  -0.5335
3 C 0.42627 2.43187 1.48358  -0.3061
4 H 0.81489 -1.74699 -2.34232  0.2297
5 N -1.00988 -2.05889 0.53592  -0.6097
6 H 0.11849 1.63846 0.80684  0.0291
7 H 0.73997 4.53336 1.68822  0.2419
8 C 0.67537 3.66344 1.04518  -0.5322
9 C 0.09503 -2.25946 -0.39201  -0.6266
10 H -1.81302 -2.60331 0.24568  0.2200
11 H 0.56249 2.20008 2.53697  0.2175
12 H 0.80444 3.80652 -0.02378  0.2525
13 H 1.01184 -1.87226 0.06622  0.2413
14 H -0.91787 -2.00673 -2.28671  0.2100
15 H -1.25973 -1.07421 0.47155  0.2463
16 S -0.40664 0.23196 -1.55033  -0.6341

- net charge = -1
- frontier orbital gap (eV) = 6.52

=====

The winner here is a, beating the second structure by 0.0162 hartree.

=====

--- a ---
Density functional theory data (ωB97M-V with the def2-TZVPD basis set) for a 2-piece molecular cluster, C4H10NS overall.

Last column: Mulliken charge in e.
Element x y z (Å)
1 C -0.60949 -1.14257 -1.50333  0.0142
2 H 0.72135 -1.75645 -0.00758  0.2453
3 H -2.04472 -1.60005 -2.96968  0.2670
4 H 0.87923 0.56903 -0.15698  0.1464
5 S -0.73188 0.81157 1.65769  -0.6642
6 C 0.37256 2.05864 2.41973  -0.8060
7 H 1.42242 1.77497 2.31477  0.1923
8 N 1.42948 0.05443 -0.86074  -0.7007
9 H 0.14363 2.19024 3.48007  0.2475
10 H 1.37043 -1.89966 -1.65541  0.3550
11 C 0.79152 -1.25699 -0.98699  -0.4123
12 H -0.32069 -2.22002 -3.28047  0.2453
13 H 2.35460 -0.06825 -0.46406  0.2338
14 H -1.28668 -0.57484 -0.87327  0.1975
15 H 0.24414 3.03130 1.93994  0.2019
16 C -1.01438 -1.68016 -2.64462  -0.7630

- net charge = -1
- frontier orbital gap (eV) = 6.37

=====

--- b ---
Density functional theory data (ωB97M-V with the def2-TZVPD basis set) for a 2-piece molecular cluster, C4H10NS overall.

Last column: Mulliken charge in e.
Element x y z (Å)
1 H -1.70006 -2.55663 0.45499  0.1799
2 H 1.91148 2.39778 -0.57811  0.2715
3 H -0.97677 0.91730 1.40269  0.2499
4 H 2.29182 -0.62698 -0.73819  0.2543
5 N -1.62012 -1.56047 0.52711  -0.2693
6 H 2.77473 1.56464 -1.86722  0.2579
7 C -1.76168 -1.00253 1.76610  0.0459
8 H -1.06497 -1.06692 -0.19473  -0.0431
9 H -2.21789 -1.65172 2.51343  0.2533
10 C -1.42689 0.24265 2.11996  -0.7929
11 C 2.49722 1.51023 -0.81402  -1.0607
12 H 1.37996 0.21934 0.49629  0.2109
13 C 1.67088 0.25565 -0.56013  -0.4180
14 S 0.17311 0.18049 -1.59866  -0.7175
15 H 3.41246 1.54174 -0.20705  0.3394
16 H -1.61341 0.60306 3.12333  0.2383

- net charge = -1
- frontier orbital gap (eV) = 6.61

=====

The winner here is b, beating the second structure by 0.0166 hartree.